This record from OMol25 describes C53H34Cl4FN5ORe as an isolated structure at a distorted geometry. The level of theory is the ωB97M-V functional and the def2-TZVPD basis.

Each line ends with the Mulliken spin population.
Positions of all 99 atoms, in Å:
C -1.41 -2.00 2.24  0.3003
C 2.15 -3.64 -3.81  0.0063
C 0.12 0.88 -2.89  -0.0547
H -1.71 -4.29 3.77  0.0012
H -0.03 0.95 -5.10  0.0071
C 0.48 -1.28 -2.75  0.1309
C -0.07 -4.50 -3.71  0.0015
C -0.22 2.20 -2.51  0.0911
H 5.19 1.43 1.71  0.0006
C 0.64 -2.65 -2.09  0.0040
H -5.65 -1.32 3.90  0.0003
H -2.17 3.12 3.70  0.0007
N 0.36 -0.15 -2.01  0.0225
H -3.57 3.92 -5.24  -0.0002
H -2.74 2.35 -3.53  -0.0005
N 0.49 2.13 -0.09  0.0322
C 1.14 -2.05 0.23  0.0197
H -3.68 -0.71 2.54  0.0036
H -1.12 -1.06 4.93  0.0089
C 1.76 -2.40 1.49  0.0272
Cl -6.13 -3.56 5.57  0.0006
N -0.14 0.09 1.98  -0.1037
N -0.27 -2.20 0.04  -0.1130
F 3.68 -5.31 0.64  0.0002
C -1.32 -2.50 0.93  -0.2825
C 1.46 -5.31 -5.36  -0.0008
C 0.82 5.21 4.91  0.0045
C -0.73 3.10 -3.58  0.0215
C -4.76 -3.13 4.61  0.0048
C 2.47 -3.92 -0.79  -0.0163
H -1.23 4.65 -1.48  0.0189
H -2.47 4.74 5.55  0.0004
Cl -0.62 6.49 6.81  -0.0003
O 3.08 0.07 -0.18  0.0555
H 1.91 3.64 -0.49  -0.0028
C 2.98 -4.17 0.42  0.0064
H 3.25 -3.56 2.48  -0.0005
N 4.78 0.73 1.12  0.0025
C -1.78 -3.42 -1.09  -0.1128
C 1.92 2.55 -0.32  0.0175
H -3.20 -3.59 0.60  0.0269
C -1.66 4.84 -5.52  0.0013
C 3.58 0.91 0.54  0.0226
C -2.57 -3.64 3.80  0.0533
C -0.32 4.88 -5.14  0.0008
H -0.15 1.44 5.00  -0.0021
C -3.68 -1.62 3.12  0.0307
C -1.51 4.62 5.07  0.0023
H 5.25 -0.15 1.00  -0.0008
C 0.35 -0.99 -4.11  -0.0170
C -0.25 0.81 4.15  -0.0802
H -0.89 4.93 1.13  -0.0065
Re 0.34 -0.05 0.01  1.9683
C 0.03 1.18 2.80  0.2323
H 2.59 -4.62 -1.60  -0.0016
H 2.57 -1.89 -1.37  0.0020
C 1.80 -2.60 -1.04  -0.0248
H 2.37 2.16 1.76  -0.0002
C -0.71 -0.89 2.75  -0.1735
C 2.44 -4.47 -4.86  0.0023
H 1.43 -1.91 2.39  -0.0112
C -0.20 2.72 -1.24  -0.0931
H 0.35 5.60 -5.60  0.0000
C -2.26 -3.24 0.21  0.2973
C 2.74 -3.33 1.56  -0.0117
C 0.89 -3.64 -3.20  0.0350
C 0.05 2.93 1.05  0.1829
H 3.64 3.03 0.88  -0.0031
C 0.10 2.52 2.36  -0.0493
C -4.78 -1.96 3.88  -0.0014
H -0.57 -5.96 -5.19  0.0001
H 2.25 2.06 -1.24  -0.0060
H 1.95 4.20 3.42  -0.0040
H 0.42 -1.69 -4.92  0.0026
C -0.55 -2.82 -1.18  0.2675
C -2.53 3.93 -4.94  0.0013
C 0.13 4.01 -4.17  0.0159
H 1.66 5.79 5.27  0.0001
C -0.09 3.55 3.43  -0.0382
C -0.75 -0.47 4.11  0.1757
C -3.66 -3.97 4.57  -0.0006
H 3.42 -4.47 -5.32  0.0000
C -1.33 3.72 4.04  -0.0149
C 0.98 4.31 3.87  -0.0310
H -3.67 -4.88 5.15  -0.0001
H -2.33 -3.93 -1.87  -0.0065
Cl 1.80 -6.30 -6.74  -0.0001
C -2.06 3.06 -3.98  0.0073
C -2.56 -2.46 3.07  -0.0069
H 2.90 -2.95 -3.46  0.0000
H -1.06 -4.52 -3.29  0.0017
C -0.54 4.11 0.53  -0.1475
C 0.13 0.37 -4.21  0.1067
C -0.72 3.97 -0.82  0.1826
C -0.42 5.37 5.51  -0.0027
C 2.90 2.24 0.80  0.0130
C 0.20 -5.32 -4.79  0.0016
H 1.16 4.04 -3.87  -0.0023
Cl -2.24 5.96 -6.70  0.0002

Computed properties:
F_max (eV Å⁻¹): 1.6
2S+1: 4
HOMO level (alpha / beta) (eV): -5.740 / -6.704
LUMO energy (alpha / beta) (eV): -0.4 / -1.0



This record from OMol25 describes C53H38N5O7P2S2V as an isolated structure at a distorted geometry. The level of theory is the ωB97M-V functional and the def2-TZVPD basis.

Each line ends with the Mulliken spin population.
Positions of all 108 atoms, in Å:
C -5.67 0.11 0.35  -0.0004
C 2.77 -2.80 -3.21  0.0018
H -1.82 4.31 4.33  0.0000
C -0.24 -0.39 3.41  -0.0224
C -0.93 0.53 -2.91  0.0025
H 2.64 2.88 2.76  0.0017
H -1.24 2.63 -2.51  -0.0210
V 0.16 0.95 -0.09  2.0195
C 2.74 2.75 -6.12  -0.0029
C 1.65 3.19 3.09  0.0024
C 1.45 2.24 -6.19  0.0014
C -0.82 4.98 0.53  0.0111
C -0.88 3.64 0.39  0.0246
H -0.72 -0.84 6.74  -0.0002
H -4.99 -1.91 0.08  0.0000
C 0.35 -2.01 0.24  0.0230
H 4.16 -1.98 -0.23  0.0004
C -0.06 -5.74 0.25  -0.0002
C 1.48 4.46 3.62  0.0016
H -6.08 2.21 0.60  -0.0001
C -1.95 -2.05 3.83  -0.0023
C 0.23 4.87 4.06  -0.0030
H 5.00 -0.37 4.73  -0.0002
H 0.91 2.25 -7.12  -0.0001
H -3.72 3.86 0.65  -0.0001
H 2.26 3.66 -0.42  -0.0033
H 5.27 0.04 0.47  0.0001
N -2.89 -5.01 -2.03  0.0000
C 1.25 3.92 -0.13  0.0571
S 0.77 5.51 0.19  0.0063
C 3.54 -1.91 -1.11  -0.0061
H -2.68 -2.75 3.45  0.0000
H 2.33 5.13 3.70  0.0000
H 4.25 -3.73 -1.97  -0.0001
H -1.80 -2.71 -1.30  -0.0010
P 0.76 0.62 2.27  -0.0228
H 1.29 -4.36 1.18  -0.0002
H -1.53 2.05 3.40  -0.0013
H 1.29 -1.65 -4.27  0.0003
H -1.32 -1.45 1.88  0.0158
H 0.10 5.85 4.49  -0.0004
C -2.98 0.76 0.37  0.0895
H 0.58 0.53 5.19  0.0003
C 0.85 1.70 -5.06  -0.0050
C 2.53 0.25 2.50  0.0053
H -1.59 5.67 0.83  0.0007
C -1.17 -1.31 2.94  0.0060
C 2.84 2.19 -3.78  -0.0017
H 4.43 3.13 -4.85  0.0000
H 3.20 3.16 -7.00  -0.0001
C 4.52 -0.20 3.77  0.0001
N 0.31 3.03 0.02  -0.1257
C -1.99 2.70 0.50  0.0281
C 1.55 1.66 -3.85  -0.0033
C -3.64 0.46 -3.50  -0.0036
S 2.50 0.55 -0.17  0.0003
C -1.14 -5.95 -0.58  0.0009
N -1.73 1.40 0.39  -0.0511
H 2.59 0.04 4.65  0.0002
C -3.06 1.65 -3.09  0.0063
C -4.68 -0.88 0.20  -0.0006
N -3.29 2.95 0.57  -0.0003
O 1.58 -6.69 1.54  -0.0001
C -5.33 1.44 0.50  0.0002
C 1.83 -0.75 -2.39  -0.0162
H 6.36 -0.35 2.67  -0.0001
C -1.78 -1.89 5.20  0.0002
H -4.70 0.43 -3.74  0.0000
C 3.58 -2.89 -2.09  0.0001
H 2.82 -3.57 -3.97  -0.0003
O 0.12 -7.99 0.64  0.0000
C -3.97 1.73 0.50  -0.0094
H -1.50 -6.95 -0.78  -0.0001
H -2.38 -2.47 5.89  0.0000
C -0.09 -0.22 4.79  -0.0006
H -6.71 -0.17 0.33  0.0000
C -1.52 -0.66 -3.34  0.0037
O 3.22 1.72 -0.75  0.0063
H -3.32 -1.61 -3.97  -0.0002
H -0.92 -1.55 -3.47  0.0000
O -0.24 -1.01 -0.33  -0.0192
C -1.29 -3.55 -0.87  -0.0036
O -3.37 -4.01 -2.51  0.0000
C 1.90 -1.72 -3.38  -0.0097
C -0.19 -3.38 -0.04  -0.0100
H -0.16 1.31 -5.13  -0.0001
N 0.61 -6.91 0.87  0.0000
C 3.16 0.03 3.73  -0.0041
C 2.68 -0.84 -1.28  0.0102
H -2.59 -1.34 0.07  0.0056
H -3.65 2.55 -3.02  -0.0002
O 1.29 -1.88 1.02  0.0030
C 0.43 -4.48 0.53  -0.0008
C -1.70 1.69 -2.80  0.0363
C 3.42 2.72 -4.91  0.0015
C 5.29 -0.20 2.61  -0.0003
C 0.58 2.30 3.01  -0.0012
C 4.69 0.01 1.38  -0.0014
C -0.85 4.00 3.97  0.0022
C -3.34 -0.58 0.21  -0.0150
C -0.85 -0.97 5.68  -0.0005
C -1.73 -4.84 -1.13  0.0001
C -2.87 -0.69 -3.63  0.0015
O -3.28 -6.13 -2.22  -0.0001
H 3.39 2.16 -2.85  -0.0020
C 3.31 0.19 1.35  -0.0006
P 0.81 0.76 -2.45  -0.0034
C -0.68 2.73 3.44  0.0009

Computed properties:
F_max (eV Å⁻¹): 1.3
2S+1: 3
Energy relative to the best compared isomer or geometry (same formula, charge and spin) (eV): 0.000
HOMO level (alpha / beta) (eV): -13.748 / -13.710
Charge: +2
LUMO energy (alpha / beta) (eV): -6.3 / -5.8



This record from OMol25 describes C53H40ClHfN4O3PS as an isolated structure at a distorted geometry. The level of theory is the ωB97M-V functional and the def2-TZVPD basis.

Each line ends with the Mulliken charge.
Positions of all 104 atoms, in Å:
H -26.85 -8.38 -2.01  0.5164
H -29.95 -9.29 0.72  0.4364
C -22.41 -6.17 -2.75  -0.2493
H -21.25 -7.57 -3.79  0.4475
H -25.65 -11.07 2.46  0.6226
C -22.70 -9.11 0.22  -1.3795
C -20.47 -1.97 4.84  -0.9965
C -26.18 -1.12 0.61  -0.3038
C -25.68 -6.71 -1.81  0.4193
H -28.19 -7.34 -3.97  0.4303
C -26.57 -10.62 2.10  -0.1183
C -17.64 -4.29 0.30  -0.2013
C -27.45 -2.31 2.29  -0.4753
C -21.76 -3.97 4.56  -0.4618
H -21.12 2.04 -1.34  0.4307
C -28.24 -1.20 2.49  -0.6365
H -20.30 -5.70 -5.40  0.4568
H -20.15 -1.16 5.48  0.4182
C -21.47 -4.25 -4.47  -0.6019
O -25.94 -4.55 1.71  -0.4850
C -24.01 -9.48 0.59  -0.4186
C -20.18 -1.38 0.27  0.4605
N -21.73 -5.19 2.48  -0.5587
H -14.36 -3.66 0.27  0.4469
C -19.48 -0.90 -0.84  -0.7402
Cl -29.11 1.29 1.77  -0.1540
C -25.74 -7.34 3.28  0.2830
N -24.79 -6.31 3.63  -0.1504
C -15.83 -2.55 1.38  -0.7171
C -21.32 -4.03 3.22  0.3231
N -30.67 -12.80 0.82  -0.4711
H -21.74 -2.81 6.36  0.4178
H -21.59 -6.03 3.02  0.4126
O -23.74 -5.37 -0.18  0.6165
C -21.60 0.56 0.11  -0.5276
H -15.93 -5.36 -0.57  0.3941
H -22.01 -9.69 -0.43  0.4729
C -22.39 -7.89 0.82  0.0377
H -21.17 -5.30 1.63  0.1004
C -21.54 -6.53 -3.76  -0.8795
C -18.10 -3.14 0.99  0.4722
C -20.14 -1.95 3.48  -0.0537
C -25.43 -5.48 4.57  -0.2481
H -20.92 -3.45 -4.96  0.4242
C -28.86 -11.06 1.36  0.5778
C -21.31 -0.65 0.69  -0.5982
H -28.96 -1.10 3.35  0.3546
H -27.63 -5.08 -4.78  0.3698
H -18.72 -1.46 -1.33  0.5219
H -22.75 -6.92 -2.05  0.1985
H -24.56 -10.34 0.27  0.6634
C -21.03 -5.57 -4.63  -0.5920
H -27.01 0.74 0.03  0.4221
C -26.36 -2.25 1.44  0.2402
C -21.32 -2.94 5.36  -0.8267
C -25.43 -5.41 -2.22  0.8245
C -26.69 -9.25 1.97  -0.4702
H -18.41 -5.02 -0.02  0.2026
H -25.65 -3.85 -3.73  0.3251
C -27.65 -11.50 1.87  -0.8423
N -23.37 -7.45 1.63  -0.3212
C -25.45 -3.36 1.61  0.4723
C -25.60 -8.32 2.30  1.3408
C -17.22 -2.24 1.52  -0.2024
C -27.12 -0.12 0.68  -0.7548
C -26.86 -7.13 4.04  -0.0375
C -26.70 -5.96 4.87  -1.3243
H -21.97 -1.01 1.51  0.3010
H -27.74 -7.73 3.97  0.7049
H -25.07 -7.24 -1.11  0.1415
H -27.57 -3.23 2.78  0.6119
H -22.48 1.10 0.48  0.4147
C -15.37 -3.57 0.55  -0.5860
H -18.96 0.81 -2.02  0.4712
H -27.49 -5.47 5.52  0.3977
C -27.42 -6.80 -3.45  -0.6713
C -27.04 -5.52 -3.94  -0.5741
C -27.94 -8.79 1.46  -0.0579
H -28.09 -7.71 1.31  0.5317
C -28.14 -0.14 1.67  0.2990
H -25.24 -0.92 0.07  0.3845
C -28.96 -9.66 1.11  -0.9798
C -29.87 -11.94 1.08  -0.2041
C -19.68 0.41 -1.34  -0.7453
C -26.01 -4.84 -3.37  -0.7283
H -22.47 -4.73 4.91  0.6196
C -22.49 -3.94 -3.62  -0.4771
C -20.54 -3.03 2.61  0.0967
H -23.03 -3.01 -3.75  0.4341
O -24.13 -3.21 1.76  -0.5807
C -16.27 -4.49 0.00  -0.6097
H -27.50 -12.54 2.13  0.4689
H -24.90 -4.61 4.93  0.6175
H -19.56 -1.08 3.13  0.3066
H -17.50 -1.32 1.98  0.3314
C -24.44 -8.41 1.52  -0.7111
P -19.88 -3.02 0.91  0.5590
C -22.90 -4.85 -2.69  0.7994
C -20.81 1.09 -0.92  -0.5026
H -21.45 -7.39 0.69  0.4937
C -26.73 -7.39 -2.41  -0.8498
H -15.24 -2.00 2.05  0.4318
Hf -23.91 -5.37 1.89  2.0073
S -24.15 -4.49 -1.44  0.0974

Computed properties:
F_max (eV Å⁻¹): 7.2
Energy relative to the best compared isomer or geometry (same formula, charge and spin) (eV): 0.502
HOMO level (eV): -12.319
Charge: +2
LUMO energy (eV): -6.7



This record from OMol25 describes C53H43BN8S2Sr as an isolated structure at a distorted geometry. The level of theory is the ωB97M-V functional and the def2-TZVPD basis.

Each line ends with the Mulliken charge.
Positions of all 108 atoms, in Å:
C -1.53 -4.15 -2.24  0.4357
C 3.84 -0.98 2.53  0.3595
H 0.28 -0.31 -5.32  0.4220
H 0.34 -6.41 1.08  0.3787
C -1.30 -5.15 0.68  -0.2234
C 1.93 -4.35 1.85  -0.7284
Sr -0.68 0.60 0.17  2.1494
C 1.02 -5.23 -2.13  -1.2880
H 5.78 -1.76 2.06  0.3829
C 4.57 -1.28 5.18  -0.8261
C 0.89 -1.33 2.38  0.2350
H -1.04 -3.82 3.27  0.5124
H -3.79 -5.10 0.17  -0.3138
C 5.46 -1.64 4.19  -0.4437
H -1.81 -5.90 0.10  0.4750
H 1.10 1.07 4.86  0.6705
N -4.79 -0.76 -0.11  0.2546
C -4.62 0.66 -0.31  -0.8683
H 1.81 6.31 -0.45  0.5372
H -4.43 0.91 -1.35  0.3284
H -0.46 6.12 -1.22  0.6165
C 1.42 6.57 0.52  -0.2689
H 2.99 4.27 2.23  0.4544
C -3.80 -1.69 -0.23  0.1570
C 0.54 4.20 0.73  0.9754
H 2.46 -4.00 2.74  0.3015
C 1.61 7.85 1.04  -0.7425
H -2.07 -5.93 -3.29  0.3813
C -0.41 5.06 -1.43  -1.2890
C -0.64 3.49 -7.58  -0.3931
C -0.32 -3.46 2.53  -0.8744
C 0.75 -3.99 -1.56  0.3877
H -0.31 0.57 3.92  0.2639
C -0.55 4.48 -2.63  -1.0938
N -1.96 -3.93 0.74  0.4559
C 1.75 1.22 2.39  -0.3781
C 1.15 8.17 2.31  -0.3150
C -1.51 3.33 -5.34  -0.3021
H 0.21 -6.90 -3.21  0.3456
C -0.13 -5.45 1.25  -1.4901
C -0.39 2.62 -4.90  0.3860
H -2.31 3.53 -4.62  0.5104
C -0.27 -2.07 0.48  -0.4263
C -5.56 -2.68 0.59  -0.5486
H -5.52 1.16 0.03  0.3571
H -6.11 -3.49 1.03  0.4727
C 0.31 5.92 2.53  -0.0612
C 1.19 3.17 1.54  -0.6891
H 3.55 -0.85 1.50  0.3981
C 3.31 -0.78 4.86  -0.2433
N 0.78 1.87 1.68  -0.1304
C 0.14 -1.55 -3.50  -0.6340
B -3.48 -4.11 0.80  0.5390
C 0.59 2.34 -5.86  -0.4413
C 0.65 0.24 4.31  -2.4582
C -1.64 3.78 -6.64  -0.7149
C -0.03 -1.15 -2.14  -0.8751
C 5.09 -1.48 2.86  -0.9604
H -2.52 4.33 -6.94  0.3422
N 0.53 -4.58 2.14  0.1678
N -0.21 2.77 -1.10  0.3004
H 0.14 7.42 4.05  0.3476
C 2.42 3.35 2.19  -1.4538
C -0.64 -2.01 -1.06  1.8089
C 1.55 -0.12 3.10  3.1903
H 1.30 9.16 2.71  0.3537
H -0.74 3.83 -8.60  0.3564
H -2.53 -3.74 -2.29  0.2772
N 0.70 -1.37 0.98  -1.1914
S -2.26 -1.51 2.14  -0.6182
C 2.93 -0.62 3.53  -0.7028
H 2.37 -5.31 1.54  0.3947
H 2.63 -0.50 5.65  0.3613
C 2.78 2.10 2.72  -0.4157
H 0.21 -2.55 -3.89  0.4559
H -0.71 4.98 -3.57  0.4744
N -4.27 -2.87 0.15  0.4902
H -6.80 -0.84 0.66  0.4298
H 1.55 -3.43 -1.08  0.5857
C -0.06 4.00 -0.48  -0.7059
S -2.47 -1.30 -1.32  -0.1703
C 0.01 -5.93 -2.76  -0.5980
C -0.37 3.02 -2.45  0.1138
C -5.90 -1.38 0.43  -0.6919
C -0.52 -3.44 -1.61  -0.1066
C 0.50 7.19 3.05  -0.7188
C 0.00 0.71 -3.33  0.0296
H 6.44 -2.03 4.44  0.3456
H -3.78 1.02 0.30  0.2464
H -3.92 -4.17 1.94  -0.2158
H 2.14 8.59 0.46  0.3556
H -0.18 5.15 3.12  0.4489
N -0.08 0.20 -2.11  0.2483
H 3.67 1.87 3.28  0.4787
H 2.12 -3.63 1.04  0.0430
H 2.03 -5.63 -2.08  0.3822
H 1.47 1.78 -5.55  0.4972
H 0.74 -2.42 4.18  0.5623
C -1.27 -5.38 -2.81  -1.1186
H 0.47 -0.60 4.98  0.4244
C -1.21 -2.85 1.40  0.4225
H 4.84 -1.40 6.23  0.3717
H 1.25 2.53 -7.89  0.3442
C -0.25 2.14 -3.51  0.7588
C 0.17 -0.37 -4.24  -1.8868
C 0.50 -2.36 3.13  -0.9577
C 0.47 2.76 -7.17  -0.7344
C 0.74 5.59 1.24  -0.2453

Computed properties:
F_max (eV Å⁻¹): 1.8
HOMO level (eV): -0.516
Charge: -2
LUMO energy (eV): 4.1